Density functional theory data (ωB97M-V/def2-TZVPD) for a molecular structure, C24H44CaGeN4O5S2SbSe4.

XYZ file:
```
86
Properties=species:S:1:pos:R:3
Ca -0.163 0.349 0.668
C 0.821 -2.724 -1.334
C 1.830 -1.627 -1.024
C 2.436 -1.860 0.354
C 2.916 -1.592 -2.086
O 1.101 -0.372 -1.006
Ge 1.795 1.337 -1.528
O 2.706 1.288 0.048
C 3.602 2.244 0.612
C 4.414 2.936 -0.480
C 2.829 3.271 1.426
C 4.527 1.452 1.528
O 0.224 2.073 -0.709
C -0.523 3.178 -1.263
C 0.199 4.474 -0.921
C -1.895 3.156 -0.608
C -0.681 3.042 -2.774
H 1.285 -3.707 -1.220
H 0.449 -2.628 -2.357
H -0.027 -2.688 -0.647
H 2.965 -2.815 0.388
H 1.660 -1.919 1.123
H 3.113 -1.047 0.611
H 3.425 -2.559 -2.120
H 3.662 -0.825 -1.868
H 2.489 -1.387 -3.071
H 3.770 3.516 -1.145
H 4.953 2.201 -1.084
H 5.140 3.624 -0.037
H 2.180 3.864 0.783
H 3.516 3.948 1.942
H 2.196 2.777 2.163
H 5.068 0.693 0.956
H 3.934 0.952 2.295
H 5.252 2.108 2.018
H 0.220 4.609 0.161
H -0.313 5.330 -1.370
H 1.224 4.453 -1.303
H -1.820 3.365 0.461
H -2.361 2.180 -0.754
H -2.544 3.916 -1.056
H 0.281 3.053 -3.288
H -1.283 3.873 -3.153
H -1.196 2.110 -3.008
Se -1.657 1.494 6.322
Sb -1.237 1.882 3.976
Se 0.662 0.486 3.267
Se -3.202 1.306 2.483
Se -1.004 4.157 3.180
O -0.163 -6.184 2.516
S 0.409 -4.862 2.496
O 1.786 -4.746 2.088
N -0.517 -3.844 1.607
C -1.070 -2.921 2.348
S -2.099 -1.690 1.770
C -0.713 -3.009 3.810
C -1.091 -2.177 4.847
C -0.579 -2.434 6.111
C 0.284 -3.507 6.328
C 0.663 -4.346 5.285
C 0.147 -4.060 4.036
H -1.743 -1.330 4.681
H -0.842 -1.760 6.916
H 0.677 -3.681 7.323
H 1.341 -5.174 5.441
C -4.782 0.437 -3.057
N -3.929 -0.390 -2.225
C -4.290 -0.359 -0.816
C -2.571 -0.427 -2.507
N -1.702 -0.236 -1.590
N -2.278 -0.660 -3.860
C -0.890 -0.567 -4.263
C -2.977 -1.751 -4.518
H -4.875 1.449 -2.642
H -5.784 0.003 -3.113
H -4.376 0.516 -4.062
H -5.328 -0.685 -0.718
H -4.194 0.646 -0.390
H -3.650 -1.030 -0.251
H -0.758 -0.439 -1.915
H -0.431 0.340 -3.875
H -0.846 -0.532 -5.353
H -0.292 -1.423 -3.926
H -3.939 -1.918 -4.041
H -2.400 -2.684 -4.459
H -3.140 -1.517 -5.574
```

DFT total energy: -406357.329 eV
⟨S²⟩: 0.76
energy above the lowest of the compared OMol25 structures with the same formula, charge and spin: 0.0 kcal per mole
spin multiplicity: 2
total charge: -2
molar mass: 1083.1 Da
orbital gap (alpha / beta): 6.029 / 5.569 eV
LUMO energy (alpha / beta): 3.861 / 3.421 eV

=====

Density functional theory data (ωB97M-V/def2-TZVPD) for a molecular structure, C24H44Cl3FeN6O7P.

XYZ file:
```
86
Properties=species:S:1:pos:R:3
Fe -0.191 -0.119 0.455
O -2.042 -1.334 4.914
C -1.559 -0.791 3.788
O -0.423 -0.909 3.421
C -2.616 0.008 3.062
O -2.056 0.650 1.948
C -2.064 2.070 2.040
C -1.112 2.692 1.019
O -1.120 3.912 0.951
O -0.379 1.892 0.344
H -1.362 -1.925 5.274
H -3.044 0.720 3.773
H -3.413 -0.673 2.747
H -1.702 2.360 3.030
H -3.065 2.481 1.889
C 4.182 1.140 3.363
N 2.998 1.829 2.873
C 2.660 3.119 3.460
C 1.136 3.192 3.268
N 0.710 1.799 3.110
C 0.328 1.176 4.380
C 1.832 1.144 2.542
N 1.710 0.135 1.773
C 2.905 -0.425 1.150
C 2.506 -1.233 -0.071
N 1.652 -0.384 -0.886
C 1.756 -0.388 -2.170
N 2.409 -1.284 -2.975
C 2.509 -2.708 -2.695
C 2.364 -0.866 -4.368
C 1.720 0.520 -4.310
N 1.233 0.627 -2.943
C 1.164 1.973 -2.399
H 4.480 1.588 4.314
H 5.026 1.211 2.675
H 3.969 0.090 3.546
H 3.162 3.933 2.935
H 2.960 3.155 4.513
H 0.869 3.752 2.372
H 0.636 3.647 4.121
H 1.105 1.273 5.153
H 0.133 0.119 4.217
H -0.578 1.656 4.750
H 3.449 -1.084 1.831
H 3.577 0.389 0.853
H 1.984 -2.141 0.240
H 3.419 -1.536 -0.593
H 1.945 -2.972 -1.803
H 3.549 -3.018 -2.571
H 2.086 -3.264 -3.534
H 1.778 -1.577 -4.958
H 3.369 -0.828 -4.794
H 0.902 0.634 -5.024
H 2.454 1.307 -4.513
H 2.171 2.391 -2.265
H 0.653 1.992 -1.441
H 0.623 2.604 -3.104
Cl -1.698 -5.587 -0.433
C -0.951 -4.623 0.861
Cl 0.293 -5.592 1.672
Cl -2.197 -4.244 2.065
C -0.253 -3.365 0.174
O 0.750 -3.670 -0.454
O -0.798 -2.242 0.322
C -3.001 2.083 -3.484
C -2.186 1.841 -2.216
P -1.968 0.097 -1.646
C -1.701 -0.796 -3.239
C -1.122 -2.199 -3.074
C -3.741 -0.271 -1.282
C -4.045 -1.722 -0.944
H -3.031 3.151 -3.707
H -4.032 1.744 -3.387
H -2.563 1.581 -4.347
H -2.635 2.369 -1.369
H -1.188 2.271 -2.326
H -1.001 -0.178 -3.810
H -2.644 -0.825 -3.792
H -0.160 -2.171 -2.563
H -0.985 -2.676 -4.047
H -1.773 -2.840 -2.482
H -4.342 0.048 -2.137
H -3.999 0.382 -0.444
H -3.337 -2.104 -0.218
H -5.055 -1.828 -0.540
H -3.983 -2.356 -1.830
```

DFT total energy: -130119.905 eV
⟨S²⟩: 6.01
energy above the lowest of the compared OMol25 structures with the same formula, charge and spin: 22.6 kcal per mole
spin multiplicity: 5
molar mass: 721.8 Da
orbital gap (alpha / beta): 8.448 / 8.663 eV
LUMO energy (alpha / beta): 0.443 / 0.442 eV

=====

Density functional theory data (ωB97M-V/def2-TZVPD) for 6 unconnected molecules or ions with the total composition C24H44F12N8P2.

XYZ file:
```
90
Properties=species:S:1:pos:R:3
C -9.357 1.250 -0.214
C -8.929 0.018 0.543
N -7.909 -0.753 -0.138
C -8.167 -1.808 -0.999
C -7.011 -2.459 -1.274
N -6.026 -1.702 -0.633
C -6.601 -0.716 0.054
C -4.594 -2.017 -0.697
H -10.179 1.726 0.334
H -9.660 1.160 -1.253
H -8.695 2.114 -0.084
H -9.775 -0.633 0.765
H -8.591 0.284 1.545
H -9.197 -2.087 -1.149
H -6.796 -3.318 -1.882
H -6.028 -0.044 0.672
H -4.371 -3.018 -1.060
H -4.178 -2.003 0.309
H -4.172 -1.308 -1.408
C 1.318 -3.808 -2.007
C 0.500 -2.674 -2.598
N 0.445 -1.444 -1.812
C 1.533 -0.619 -1.514
C 1.062 0.308 -0.641
N -0.259 0.089 -0.411
C -0.599 -1.001 -1.125
C -1.201 0.882 0.375
H 1.603 -4.657 -2.635
H 0.816 -4.275 -1.156
H 2.351 -3.595 -1.714
H -0.523 -2.944 -2.850
H 0.999 -2.373 -3.523
H 2.546 -0.700 -1.885
H 1.576 1.136 -0.183
H -1.592 -1.413 -1.169
H -1.924 0.264 0.900
H -1.736 1.549 -0.304
H -0.680 1.504 1.098
C 5.245 2.832 -0.940
C 4.533 3.598 -2.051
N 3.561 2.778 -2.780
C 3.826 1.679 -3.577
C 2.648 1.290 -4.100
N 1.648 2.071 -3.582
C 2.231 2.912 -2.719
C 0.204 1.896 -3.869
H 4.636 2.248 -0.255
H 5.893 3.578 -0.479
H 5.940 2.115 -1.385
H 5.243 4.001 -2.772
H 4.000 4.458 -1.646
H 4.830 1.379 -3.829
H 2.465 0.511 -4.822
H 1.784 3.690 -2.120
H 0.131 0.963 -4.423
H 0.024 2.669 -4.615
H -0.390 1.900 -2.965
C 1.850 -2.050 2.029
C 1.567 -1.504 3.429
N 2.407 -0.350 3.737
C 3.559 -0.438 4.530
C 4.107 0.805 4.476
N 3.216 1.658 3.904
C 2.212 0.926 3.407
C 3.534 3.066 3.694
H 1.721 -1.203 1.353
H 1.090 -2.798 1.806
H 2.837 -2.482 1.870
H 1.776 -2.294 4.145
H 0.519 -1.213 3.430
H 3.824 -1.386 4.961
H 5.058 1.113 4.876
H 1.234 1.233 3.063
H 3.864 3.460 4.656
H 2.674 3.690 3.467
H 4.346 3.131 2.974
P 4.988 -2.269 -2.587
F 3.577 -1.811 -3.315
F 5.694 -1.993 -4.014
F 5.173 -0.701 -2.142
F 6.473 -2.473 -1.971
F 4.316 -2.526 -1.126
F 4.676 -3.819 -2.943
P -1.546 0.683 5.009
F -2.301 -0.037 6.229
F -2.977 1.177 4.439
F -1.351 2.080 5.815
F -0.823 1.392 3.742
F -0.103 0.156 5.574
F -1.641 -0.707 4.135
```

DFT total energy: -88707.291 eV
energy above the lowest of the compared OMol25 structures with the same formula, charge and spin: 74.2 kcal per mole
spin multiplicity: 1
total charge: +2
molar mass: 734.6 Da
orbital gap: 9.484 eV
LUMO energy: -5.164 eV

=====

Density functional theory data (ωB97M-V/def2-TZVPD) for 6 unconnected molecules or ions with the total composition C24H44F3N2O12S6.

XYZ file:
```
91
Properties=species:S:1:pos:R:3
O -5.386 -3.652 1.602
S -4.016 -3.456 2.215
O -4.098 -2.596 3.446
N -2.892 -2.812 1.026
C -3.312 -3.112 -0.337
C -2.113 -2.468 -1.095
N -1.193 -1.889 -0.115
C -1.663 -2.099 1.237
C -3.290 -5.149 2.674
F -4.120 -6.125 2.095
F -3.091 -5.289 4.056
F -1.999 -5.292 2.061
H -4.225 -3.671 -0.722
H -2.012 -2.497 -2.238
H -0.310 -1.428 -0.404
H -1.191 -1.813 2.234
C -7.382 -2.750 4.377
C -7.138 -3.856 5.406
C -8.466 -4.120 6.119
S -9.753 -3.693 4.951
O -10.479 -2.553 5.463
O -10.420 -4.899 4.515
C -8.665 -3.134 3.654
H -6.548 -2.651 3.682
H -7.513 -1.791 4.889
H -6.809 -4.766 4.892
H -6.356 -3.580 6.118
H -8.569 -5.168 6.404
H -8.582 -3.483 6.998
H -9.120 -2.304 3.118
H -8.496 -3.973 2.975
C 1.932 3.472 -1.446
C 3.113 2.565 -1.096
C 2.564 1.387 -0.290
S 0.870 1.166 -0.820
O -0.004 1.461 0.295
O 0.763 -0.069 -1.579
C 0.834 2.544 -1.950
H 2.201 4.218 -2.196
H 1.593 4.000 -0.549
H 3.575 2.197 -2.018
H 3.881 3.101 -0.535
H 3.126 0.473 -0.482
H 2.558 1.603 0.780
H -0.154 3.005 -1.944
H 1.066 2.165 -2.947
C 8.928 3.642 -0.329
C 9.170 2.531 0.693
C 7.840 2.261 1.401
S 6.556 2.694 0.234
O 5.827 3.832 0.751
O 5.889 1.488 -0.212
C 7.647 3.261 -1.058
H 9.766 3.746 -1.019
H 8.795 4.598 0.189
H 9.501 1.625 0.175
H 9.949 2.802 1.409
H 7.738 1.211 1.679
H 7.722 2.893 2.284
H 7.191 4.096 -1.591
H 7.817 2.426 -1.742
C 11.874 4.772 -5.468
C 11.914 3.307 -5.908
C 12.390 2.482 -4.711
S 11.890 3.385 -3.250
O 13.075 3.831 -2.556
O 10.830 2.661 -2.580
C 11.181 4.777 -4.112
H 11.345 5.398 -6.191
H 12.894 5.157 -5.370
H 10.909 2.987 -6.200
H 12.568 3.163 -6.771
H 11.934 1.492 -4.698
H 13.478 2.391 -4.695
H 11.352 5.692 -3.545
H 10.109 4.594 -4.217
C -11.185 -0.834 -1.008
C -11.696 -2.054 -0.240
C -10.586 -3.106 -0.259
S -9.045 -2.205 -0.387
O -8.434 -2.515 -1.660
O -8.323 -2.315 0.862
C -9.776 -0.580 -0.490
H -11.829 0.036 -0.861
H -11.156 -1.056 -2.079
H -11.916 -1.769 0.794
H -12.618 -2.447 -0.674
H -10.581 -3.703 0.655
H -10.668 -3.760 -1.129
H -9.183 0.053 -1.149
H -9.796 -0.159 0.518
```

DFT total energy: -126303.509 eV
spin multiplicity: 1
total charge: +1
molar mass: 802.0 Da
orbital gap: 7.259 eV
LUMO energy: -4.275 eV

=====

Density functional theory data (ωB97M-V/def2-TZVPD) for 7 unconnected molecules or ions with the total composition C24H44O17.

XYZ file:
```
85
Properties=species:S:1:pos:R:3
C -6.528 -5.150 1.657
O -7.226 -4.910 2.902
C -7.765 -3.703 3.097
O -7.589 -2.756 2.332
O -8.343 -3.643 4.305
C -9.085 -2.511 4.768
H -6.316 -6.201 1.462
H -5.564 -4.653 1.773
H -6.978 -4.870 0.704
H -8.630 -1.617 4.340
H -9.063 -2.325 5.842
H -10.128 -2.602 4.465
C 6.014 5.000 2.930
O 5.405 5.277 4.246
C 6.056 5.726 5.314
O 5.470 6.090 6.396
O 7.329 5.694 5.139
C 8.209 5.737 6.244
H 7.011 5.416 2.784
H 5.362 5.266 2.099
H 6.257 3.949 2.770
H 7.781 6.204 7.132
H 9.176 6.158 5.967
H 8.728 4.851 6.610
C -4.346 -0.928 -4.879
O -4.124 -2.320 -4.897
C -4.827 -3.165 -4.210
O -5.762 -2.873 -3.441
O -4.453 -4.378 -4.592
C -5.146 -5.477 -4.055
H -3.608 -0.537 -4.178
H -5.321 -0.573 -4.544
H -4.055 -0.430 -5.803
H -5.005 -6.205 -4.854
H -6.219 -5.338 -3.922
H -4.804 -5.628 -3.031
C -1.028 -1.094 1.087
O 0.171 -0.233 0.915
C 0.523 0.164 -0.350
O -0.035 -0.305 -1.405
O 1.468 1.111 -0.299
C 1.811 1.725 -1.559
H -1.636 -1.175 0.185
H -1.484 -0.505 1.882
H -0.875 -2.149 1.314
H 2.299 2.669 -1.316
H 0.851 1.929 -2.034
H 2.534 1.140 -2.128
O -3.213 4.676 3.134
C -4.097 3.730 3.040
C -4.112 2.459 3.902
C -5.303 1.670 3.304
C -5.410 2.240 1.951
O -4.975 3.556 2.048
H -3.114 2.030 3.810
H -4.269 2.793 4.927
H -5.231 0.582 3.291
H -6.192 2.009 3.837
H -4.765 1.783 1.201
H -6.458 2.068 1.701
O 0.517 -6.637 1.725
C 0.378 -6.404 0.539
C 1.572 -6.405 -0.444
C 0.920 -5.712 -1.602
C -0.543 -5.845 -1.374
O -0.772 -6.121 -0.008
H 2.385 -5.838 0.010
H 1.984 -7.391 -0.663
H 1.179 -4.655 -1.531
H 1.264 -6.026 -2.587
H -1.045 -4.911 -1.627
H -0.900 -6.640 -2.028
C 7.939 4.281 -4.327
C 8.891 5.417 -4.725
C 10.019 4.748 -5.554
O 9.559 3.432 -5.777
C 8.161 3.279 -5.421
H 6.876 4.469 -4.175
H 8.250 3.775 -3.413
H 9.282 5.876 -3.817
H 8.405 6.102 -5.420
H 10.928 4.719 -4.954
H 9.969 5.084 -6.590
H 7.791 2.264 -5.279
H 7.614 3.685 -6.272
```

DFT total energy: -60403.983 eV
spin multiplicity: 1
molar mass: 604.6 Da
SMILES: COC(=O)OC.COC(=O)OC.COC(=O)OC.COC(=O)OC.O=C1CCCO1.O=C1CCCO1.C1CCOC1
orbital gap: 9.697 eV
LUMO energy: 0.154 eV